[1]
Below is an isolated molecule of CH2N2O2, with properties calculated with ωB97M-V/def2-TZVPD.

Geometry as XYZ:
```
7
Properties=species:S:1:pos:R:3:forces:R:3:nbo_charge:R:1
H 1.33448 0.87479 0.47196 -0.72 -1.68 -0.86 0.21
O -2.11046 -0.61687 0.40329 -2.04 0.31 0.86 -0.34
O -1.06954 1.22863 -0.10000 -0.81 2.02 0.25 -0.38
C 1.19249 -0.13164 -0.06223 -9.17 -0.25 -0.07 0.00
H 2.01346 -0.63791 -0.38213 2.00 -1.79 -0.84 0.18
N -0.15906 -0.77452 -0.36946 9.41 2.82 1.05 -0.27
N -1.20136 0.05752 0.03857 1.32 -1.45 -0.39 0.60
```
Positions in Å, forces in eV/Å.

**Energy above the lowest of the compared OMol25 structures with the same formula, charge and spin**: 663.4 kJ/mol
**HOMO (spin up / spin down)**: -0.4008 / -0.4009 hartree
**Charge**: 0
**DFT total energy**: -299.084167 Eh
**Kohn-Sham gap (spin up / spin down)**: 9.4 / 9.4 eV
**SMILES string**: C=N[N+](=O)[O-]
**E_LUMO (spin up / spin down)**: -1.463 / -1.462 eV

=====

[2]
Below is a cluster of 2 separate species, CH2N2O2 in total, with properties calculated with ωB97M-V/def2-TZVPD.

Geometry as XYZ:
```
7
Properties=species:S:1:pos:R:3:forces:R:3:nbo_charge:R:1
N -0.11419 0.35636 1.28079 1.70 -1.87 -1.07 -0.03
H -0.67632 1.09570 1.70972 -1.56 0.35 -0.20 0.26
C -0.76781 1.43032 -1.80646 0.08 -2.24 -0.03 0.86
N -0.68597 0.26806 -1.98918 -1.12 0.76 -1.35 -0.76
H -0.18532 -0.53386 -1.85698 1.41 -1.72 0.43 0.43
O -1.04021 2.52122 -1.62049 -0.36 3.32 0.43 -0.52
O -0.66431 -0.35075 0.46307 -0.15 1.40 1.80 -0.25
```
Positions in Å, forces in eV/Å.

**Energy above the lowest of the compared OMol25 structures with the same formula, charge and spin**: 389.6 kJ/mol
**HOMO**: -0.3595 hartree
**Charge**: 0
**DFT total energy**: -299.188466 Eh
**Kohn-Sham gap**: 9.1 eV
**SMILES string**: N=C=O.N=O
**E_LUMO**: -0.634 eV

=====

[3]
Below is a cluster of 2 separate species, CH2N2O2S in total, with properties calculated with ωB97M-V/def2-TZVPD.

Geometry as XYZ:
```
8
Properties=species:S:1:pos:R:3:forces:R:3:lowdin_spin:R:1
O -1.47888 1.50046 -0.66509 -0.43 0.88 -1.58 0.55
S 2.74019 -0.27261 0.84813 0.02 -0.38 -0.09 0.45
H -1.65211 0.95146 1.23224 0.48 -0.03 -1.30 0.01
O 1.27137 -0.02938 0.89695 1.64 -0.92 0.40 0.42
C 3.00029 -2.01587 0.71191 -0.75 2.82 0.21 0.04
N -1.07117 0.91191 0.34614 0.87 -0.99 3.57 0.43
N 3.11758 -3.14244 0.64059 0.36 -2.11 -0.15 0.08
H -0.04708 0.69823 0.54707 -2.19 0.74 -1.06 0.01
```
Positions in Å, forces in eV/Å.

**Spin multiplicity**: 3
**Energy above the lowest of the compared OMol25 structures with the same formula, charge and spin**: 128.5 kJ/mol
**HOMO (spin up / spin down)**: -0.2969 / -0.3441 hartree
**Charge**: 0
**DFT total energy**: -697.306635 Eh
**Kohn-Sham gap (spin up / spin down)**: 7.6 / 6.1 eV
**E_LUMO (spin up / spin down)**: -0.481 / -3.256 eV

=====

[4]
Below is a cluster of 2 separate species, CH2N2O3 in total, with properties calculated with ωB97M-V/def2-TZVPD.

Geometry as XYZ:
```
8
Properties=species:S:1:pos:R:3:forces:R:3:nbo_charge:R:1
O -0.92021 0.50832 1.75338 -0.06 -0.80 -2.49 -0.46
C -0.73185 0.22466 0.61816 1.60 1.33 3.02 0.84
N -1.00795 -0.01007 -0.60097 -2.50 -0.25 0.11 -0.82
H -1.94648 -0.31630 -0.87684 0.64 0.29 0.09 0.43
O 2.11952 0.11535 1.02712 -0.92 -0.06 -2.24 -0.33
N 1.25859 0.08561 0.16196 -0.65 -0.57 1.70 0.35
O 1.33277 -0.38750 -1.00045 1.49 0.51 1.13 -0.46
H -0.10439 -0.22006 -1.08235 0.40 -0.45 -1.34 0.44
```
Positions in Å, forces in eV/Å.

**Energy above the lowest of the compared OMol25 structures with the same formula, charge and spin**: 160.6 kJ/mol
**HOMO**: -0.3594 hartree
**Charge**: 0
**DFT total energy**: -374.417973 Eh
**Kohn-Sham gap**: 10.0 eV
**E_LUMO**: 0.179 eV

=====

[5]
Below is an isolated molecule of CH2N2O3, with properties calculated with ωB97M-V/def2-TZVPD.

Geometry as XYZ:
```
8
Properties=species:S:1:pos:R:3:forces:R:3:nbo_charge:R:1
O -1.78917 1.02388 -0.00788 0.40 -2.71 -0.76 0.01
O -1.81004 -0.31004 -0.52090 -1.08 1.34 -0.63 -0.28
H 0.17014 -1.54011 0.09868 0.03 0.07 0.06 0.42
N 0.86414 -0.81272 0.05568 0.17 -0.21 -0.06 -0.80
H 1.79049 -1.03016 -0.29010 -0.28 0.14 0.05 0.42
N -0.79810 0.74686 0.77678 0.86 1.26 1.46 0.07
O 1.09723 1.45692 -0.20229 -0.14 -0.43 0.05 -0.54
C 0.47531 0.46538 0.09003 0.03 0.54 -0.18 0.71
```
Positions in Å, forces in eV/Å.

**Energy above the lowest of the compared OMol25 structures with the same formula, charge and spin**: 512.3 kJ/mol
**HOMO (spin up / spin down)**: -0.3856 / -0.3894 hartree
**Charge**: 0
**DFT total energy**: -374.284004 Eh
**Kohn-Sham gap (spin up / spin down)**: 8.8 / 8.1 eV
**E_LUMO (spin up / spin down)**: -1.679 / -2.486 eV

=====

[6]
Below is a cluster of 3 separate species, CH2N2O3 in total, with properties calculated with ωB97M-V/def2-TZVPD.

Geometry as XYZ:
```
8
Properties=species:S:1:pos:R:3:forces:R:3:nbo_charge:R:1
O -2.61592 1.91186 0.70381 -0.35 -0.21 0.95 -0.29
C -2.48119 -1.49371 0.10078 -0.39 1.60 -0.25 0.90
N -2.55629 1.01388 -0.06458 0.64 -1.73 -0.77 0.67
H -0.14618 -0.44900 0.14924 0.46 3.69 0.23 -0.01
H -0.08250 0.44760 0.20274 -0.07 -3.66 -0.22 0.01
O -2.32072 1.05588 -1.22979 0.08 0.38 -1.29 -0.33
O -2.33702 -2.63327 -0.07862 0.05 0.85 0.18 -0.44
N -2.74447 -0.33295 0.42068 -0.43 -0.93 1.17 -0.51
```
Positions in Å, forces in eV/Å.

**Energy above the lowest of the compared OMol25 structures with the same formula, charge and spin**: 353.8 kJ/mol
**HOMO**: -0.4270 hartree
**Charge**: 0
**DFT total energy**: -374.344391 Eh
**Kohn-Sham gap**: 11.1 eV
**E_LUMO**: -0.501 eV

=====

[7]
Below is a cluster of 2 separate species, CH2N2O3 in total, with properties calculated with ωB97M-V/def2-TZVPD.

Geometry as XYZ:
```
8
Properties=species:S:1:pos:R:3:forces:R:3:nbo_charge:R:1
N 1.29610 1.08875 -0.12827 1.38 -2.42 0.02 0.38
O 1.20314 2.26737 -0.03049 -1.03 2.75 0.05 -0.40
O -0.70318 -0.44270 -0.50976 -0.36 0.02 -0.33 -0.53
O 2.41865 -0.93551 0.03781 -0.41 -0.52 -0.16 -0.36
N 1.88613 0.14468 0.08270 0.44 0.37 0.16 0.38
H -2.15865 0.19824 0.66705 -0.53 -1.19 -0.60 0.13
C -1.77547 -0.64281 0.00365 1.29 0.29 0.48 0.26
H -2.16672 -1.67803 -0.12268 -0.78 0.70 0.40 0.14
```
Positions in Å, forces in eV/Å.

**Energy above the lowest of the compared OMol25 structures with the same formula, charge and spin**: 471.7 kJ/mol
**HOMO**: -0.3588 hartree
**Charge**: 0
**DFT total energy**: -374.299468 Eh
**Kohn-Sham gap**: 10.1 eV
**SMILES string**: O=NN=O.C=O
**E_LUMO**: 0.362 eV

=====

[8]
Below is an isolated molecule of CH2N2O3, with properties calculated with ωB97M-V/def2-TZVPD.

Geometry as XYZ:
```
8
Properties=species:S:1:pos:R:3:forces:R:3:nbo_charge:R:1
N -1.15212 -0.26596 -0.50738 -0.22 0.03 -0.63 -0.34
H -2.05806 0.14767 -0.50026 -0.78 0.53 -0.57 0.39
C -0.05972 0.55819 -0.56999 1.71 1.42 -0.73 0.68
O -0.91689 -0.80040 0.74225 2.16 0.49 1.02 -0.33
N 0.39227 0.27855 0.79113 -3.76 -0.02 -0.39 0.11
H 1.79087 -0.99307 0.34320 -0.77 2.33 1.95 0.45
O 0.48419 1.30613 -1.35335 -1.15 -1.41 0.96 -0.53
O 1.51946 -0.23110 1.05439 2.80 -3.36 -1.60 -0.43
```
Positions in Å, forces in eV/Å.

**Energy above the lowest of the compared OMol25 structures with the same formula, charge and spin**: 360.5 kJ/mol
**HOMO**: -0.3607 hartree
**Charge**: 0
**DFT total energy**: -374.341812 Eh
**Kohn-Sham gap**: 10.1 eV
**SMILES string**: O=c1[nH]on1O
**E_LUMO**: 0.263 eV

=====

[9]
Below is a cluster of 2 separate species, CH2N2O3S in total, with properties calculated with ωB97M-V/def2-TZVPD.

Geometry as XYZ:
```
9
Properties=species:S:1:pos:R:3:forces:R:3:nbo_charge:R:1
H 1.28499 0.07000 0.56822 1.82 0.84 1.87 0.40
N -1.63459 -1.02383 0.49344 1.35 -0.43 -0.26 -0.42
O 1.25955 -0.58328 -1.31505 0.31 -1.69 1.58 -0.53
N 0.66543 -0.26811 -0.07328 -1.98 -0.56 -2.66 -0.36
O -3.58123 0.88899 1.53049 0.04 -1.52 0.26 -0.86
O -4.04762 -1.05465 2.98785 0.47 0.24 -0.43 -0.85
S -3.73666 -0.55452 1.66952 -1.59 1.48 0.57 1.68
H 1.01766 0.01912 -2.00345 -0.81 1.21 -0.18 0.48
C -0.53720 -0.73761 0.26892 0.39 0.42 -0.74 0.45
```
Positions in Å, forces in eV/Å.

**Energy above the lowest of the compared OMol25 structures with the same formula, charge and spin**: 246.5 kJ/mol
**HOMO**: -0.3901 hartree
**Charge**: 0
**DFT total energy**: -772.612936 Eh
**Kohn-Sham gap**: 10.4 eV
**E_LUMO**: -0.220 eV

=====

[10]
Below is a structure of composition CH2N2O3S, with properties calculated with ωB97M-V/def2-TZVPD.

Geometry as XYZ:
```
9
Properties=species:S:1:pos:R:3:forces:R:3:nbo_charge:R:1
O 0.54008 -3.34572 1.35716 -0.10 0.28 -0.37 -0.90
C 0.32290 -0.18097 0.64658 -1.24 -1.53 -3.21 0.17
H -0.43563 0.17104 1.24421 -2.34 1.07 1.24 0.18
N 0.26339 -0.49186 -0.57419 5.51 -0.58 2.85 -0.55
O 2.90797 -3.57570 0.97081 1.34 -0.42 0.15 -0.87
N 1.41041 -0.16523 1.45973 3.30 0.09 1.88 0.16
O 2.07344 -1.14431 1.72004 -0.53 1.54 -0.16 -0.22
S 1.68691 -2.99246 0.55474 -1.35 -1.36 -0.36 1.69
H -0.52738 -0.34890 -1.03567 -4.59 0.90 -2.03 0.36
```
Positions in Å, forces in eV/Å.

**Energy above the lowest of the compared OMol25 structures with the same formula, charge and spin**: 373.8 kJ/mol
**HOMO**: -0.3741 hartree
**Charge**: 0
**DFT total energy**: -772.564466 Eh
**Kohn-Sham gap**: 8.0 eV
**E_LUMO**: -2.135 eV

=====

[11]
Below is a cluster of 2 separate species, CH2N2O3S in total, with properties calculated with ωB97M-V/def2-TZVPD.

Geometry as XYZ:
```
9
Properties=species:S:1:pos:R:3:forces:R:3:nbo_charge:R:1
H 0.84440 0.32521 -0.04730 -1.04 1.00 -1.33 0.19
O -0.24820 -1.74877 -1.20957 0.86 -2.32 0.70 -0.94
O -0.75293 -0.97596 1.61477 -2.13 0.08 -1.14 -0.33
C 0.05660 0.73363 -0.77985 1.71 -2.38 1.30 -0.16
N 0.38086 -1.02995 1.83981 0.43 -0.16 1.80 0.42
O -0.07469 2.05286 -0.83437 2.34 -0.56 1.40 -0.62
N 1.39780 -1.06591 2.28175 1.58 -0.08 -0.39 -0.09
S -0.73778 -0.45579 -1.59986 -0.61 3.05 -0.51 1.04
H -0.86605 2.16468 -1.26538 -3.14 1.38 -1.83 0.48
```
Positions in Å, forces in eV/Å.

**Energy above the lowest of the compared OMol25 structures with the same formula, charge and spin**: 309.0 kJ/mol
**HOMO (spin up / spin down)**: -0.3319 / -0.3319 hartree
**Charge**: 0
**DFT total energy**: -772.589131 Eh
**Kohn-Sham gap (spin up / spin down)**: 9.2 / 9.2 eV
**E_LUMO (spin up / spin down)**: 0.200 / 0.199 eV

=====

[12]
Below is an isolated molecule of CH2N2O3S, with properties calculated with ωB97M-V/def2-TZVPD.

Geometry as XYZ:
```
9
Properties=species:S:1:pos:R:3:forces:R:3:nbo_charge:R:1
N 0.50430 0.52348 0.50305 0.31 0.60 0.93 -0.51
H -0.88704 -0.69361 -0.41065 1.20 -0.24 0.08 0.21
O -2.15132 1.02729 0.45821 0.56 0.03 0.79 -0.86
O -0.71052 2.78725 1.40657 0.61 1.08 0.36 -0.82
O 2.35844 -1.34644 -0.70063 -0.75 -0.14 -0.10 -0.25
N 1.09493 -1.40063 -0.78052 -0.62 0.95 -0.37 -0.15
C 0.20383 -0.48842 -0.18849 -1.89 0.12 0.20 0.18
S -1.02058 1.40844 1.30614 -0.35 -2.01 -2.14 1.85
H 0.60797 -1.81737 -1.59367 0.93 -0.40 0.27 0.36
```
Positions in Å, forces in eV/Å.

**Energy above the lowest of the compared OMol25 structures with the same formula, charge and spin**: 400.7 kJ/mol
**HOMO (spin up / spin down)**: -0.3745 / -0.3794 hartree
**Charge**: 0
**DFT total energy**: -772.554202 Eh
**Kohn-Sham gap (spin up / spin down)**: 7.1 / 8.6 eV
**SMILES string**: O=S(=O)=N/C=[NH+]\[O-]
**E_LUMO (spin up / spin down)**: -3.141 / -1.720 eV

=====

DFT total energy of number 11 (CH2N2O3S)?
-772.589131 Eh

=====

Please write out number 10 again, unchanged.
Below is a structure of composition CH2N2O3S, with properties calculated with ωB97M-V/def2-TZVPD.

Geometry as XYZ:
```
9
Properties=species:S:1:pos:R:3:forces:R:3:nbo_charge:R:1
O 0.54008 -3.34572 1.35716 -0.10 0.28 -0.37 -0.90
C 0.32290 -0.18097 0.64658 -1.24 -1.53 -3.21 0.17
H -0.43563 0.17104 1.24421 -2.34 1.07 1.24 0.18
N 0.26339 -0.49186 -0.57419 5.51 -0.58 2.85 -0.55
O 2.90797 -3.57570 0.97081 1.34 -0.42 0.15 -0.87
N 1.41041 -0.16523 1.45973 3.30 0.09 1.88 0.16
O 2.07344 -1.14431 1.72004 -0.53 1.54 -0.16 -0.22
S 1.68691 -2.99246 0.55474 -1.35 -1.36 -0.36 1.69
H -0.52738 -0.34890 -1.03567 -4.59 0.90 -2.03 0.36
```
Positions in Å, forces in eV/Å.

**Energy above the lowest of the compared OMol25 structures with the same formula, charge and spin**: 373.8 kJ/mol
**HOMO**: -0.3741 hartree
**Charge**: 0
**DFT total energy**: -772.564466 Eh
**Kohn-Sham gap**: 8.0 eV
**E_LUMO**: -2.135 eV

=====

Which of these has the lowest DFT total energy?
number 9